[1]
ORCA calculation (the ωB97M-V functional and the def2-TZVPD basis) on C5H10O as an isolated structure.

Atoms and positions in Å:
O 2.134 -1.177 -1.291
C -1.728 -0.098 0.975
C -1.038 0.432 -0.262
C -0.053 1.583 -0.130
C 1.306 -0.647 0.220
C 0.416 0.215 -0.467
H 2.192 -0.260 0.718
H 0.107 1.970 0.876
H -1.671 0.451 -1.151
H -1.073 -0.009 1.851
H 1.298 -0.423 -1.544
H -1.988 -1.158 0.865
H -2.653 0.448 1.193
H -0.051 2.354 -0.898
H 0.970 -1.616 0.593
H 1.833 -2.066 -1.547

The LUMO energy is 0.9 eV. Its energy above the lowest of the compared OMol25 structures with the same formula, charge and spin is 430.0 kJ/mol. As for the HOMO energy: -7.96 eV.

***

[2]
ORCA calculation (the ωB97M-V functional and the def2-TZVPD basis) on one molecule with the formula C5H10O.

Atoms and positions in Å:
O -1.711 0.140 0.929
C 0.932 -0.927 0.309
C 0.006 1.308 -0.203
C 1.198 0.592 0.474
C -0.263 -1.021 -0.651
C -1.073 0.239 -0.337
H 1.806 -1.471 -0.063
H 2.146 0.888 0.012
H 0.073 -0.980 -1.695
H -1.809 0.480 -1.120
H 1.261 0.858 1.533
H -0.847 -1.942 -0.533
H 0.661 -1.363 1.275
H -0.365 2.166 0.366
H 0.283 1.661 -1.203
H -2.298 -0.627 0.906

The LUMO energy is 1.0 eV. Its energy above the lowest of the compared OMol25 structures with the same formula, charge and spin is 11.0 kJ/mol. As for the HOMO energy: -10.23 eV.

***

[3]
ORCA calculation (the ωB97M-V functional and the def2-TZVPD basis) on a 2-piece molecular cluster, C5H10O overall at a distorted geometry.

Atoms and positions in Å:
O -4.526 -0.408 -0.102
C 2.610 -0.910 -1.008
C -0.589 0.172 0.987
C 1.055 1.662 -0.316
C 0.674 0.516 0.169
C 1.600 -0.678 -0.055
H -3.600 -0.443 -0.515
H 2.825 0.054 -1.428
H -0.757 1.019 1.683
H 0.538 2.619 -0.186
H -0.248 -0.588 1.685
H 3.107 -1.876 -1.354
H -4.510 -1.181 0.394
H 1.355 -1.763 0.445
H 1.955 1.851 -0.866
H -1.489 -0.046 0.467

The LUMO energy is 0.7 eV. Its energy above the lowest of the compared OMol25 structures with the same formula, charge and spin is 278.1 kJ/mol. As for the HOMO energy: -8.90 eV.

***

[4]
ORCA calculation (the ωB97M-V functional and the def2-TZVPD basis) on one molecule with the formula C5H10O at a distorted geometry.

Atoms and positions in Å:
O 1.534 1.016 -1.502
C 0.906 -0.125 -1.184
C 0.298 0.784 1.412
C -1.211 -0.596 -0.014
C -0.504 -0.325 -1.327
C -0.455 -0.555 1.278
H 0.068 1.270 2.362
H -0.552 -1.330 -1.787
H -1.176 -0.677 2.099
H 1.387 0.707 1.335
H 0.901 1.617 -1.925
H 0.244 -1.402 1.420
H -0.066 1.449 0.621
H 1.558 -0.826 -0.679
H -1.959 -1.390 -0.075
H -0.974 0.382 -2.033

The LUMO energy (spin up / spin down) is 0.9 / 0.6 eV. Its energy above the lowest of the compared OMol25 structures with the same formula, charge and spin is 395.7 kJ/mol. As for the HOMO energy (spin up / spin down): -7.63 / -6.51 eV.

***

[5]
ORCA calculation (the ωB97M-V functional and the def2-TZVPD basis) on one molecule with the formula C5H10O2.

Atoms and positions in Å:
O 0.202 0.474 -1.913
O -0.065 -0.185 1.177
C 1.691 -1.100 -0.759
C -0.612 1.089 -0.909
C -0.745 0.624 2.102
C -0.662 -0.210 -0.088
C 0.274 -0.765 -1.180
H 2.343 -1.054 -1.638
H -0.164 0.603 3.026
H -1.566 1.451 -1.312
H -0.816 1.665 1.753
H -1.761 0.252 2.304
H -1.657 -0.680 -0.045
H 1.744 -2.106 -0.330
H -0.161 -1.580 -1.771
H -0.088 1.913 -0.407
H 2.043 -0.389 -0.010

The LUMO energy is 1.0 eV. Its energy above the lowest of the compared OMol25 structures with the same formula, charge and spin is 241.8 kJ/mol. As for the HOMO energy: -9.66 eV.

***

[6]
ORCA calculation (the ωB97M-V functional and the def2-TZVPD basis) on one molecule with the formula C5H10O2.

Atoms and positions in Å:
O 1.437 0.459 -1.065
O -1.696 -1.627 0.837
C 1.760 0.580 0.310
C 0.470 0.245 1.082
C -1.218 -0.998 -0.338
C -0.642 0.368 0.017
C 0.114 0.942 -1.192
H -0.414 -1.592 -0.801
H 2.587 -0.105 0.517
H -1.450 1.033 0.342
H 2.092 1.607 0.529
H 0.480 -0.775 1.478
H -1.727 -2.576 0.674
H 0.098 2.045 -1.186
H -0.273 0.599 -2.159
H 0.309 0.921 1.928
H -2.028 -0.880 -1.077

The LUMO energy is 0.9 eV. Its energy above the lowest of the compared OMol25 structures with the same formula, charge and spin is 145.8 kJ/mol. As for the HOMO energy: -9.81 eV.

***

[7]
ORCA calculation (the ωB97M-V functional and the def2-TZVPD basis) on a 2-piece molecular cluster, C5H10O2 overall at a distorted geometry.

Atoms and positions in Å:
O 0.731 2.185 1.456
O -0.590 1.266 -0.651
C 0.219 1.376 2.534
C 0.447 -1.405 -2.434
C -0.699 -0.920 -1.519
C -0.198 0.151 -0.604
C -0.869 0.563 2.433
H -1.665 0.652 1.730
H 1.249 -1.812 -1.841
H 0.819 -0.580 -3.023
H -1.055 -1.765 -0.966
H -1.486 -0.496 -2.109
H -0.977 -0.022 3.280
H 0.740 1.398 3.450
H 0.065 -2.197 -3.093
H 0.657 -0.165 0.053
H 0.194 2.024 0.649

The LUMO energy is 0.8 eV. Its energy above the lowest of the compared OMol25 structures with the same formula, charge and spin is 242.2 kJ/mol. As for the HOMO energy: -8.84 eV.

***

[8]
ORCA calculation (the ωB97M-V functional and the def2-TZVPD basis) on C5H10O2 as an isolated structure.

Atoms and positions in Å:
O 0.531 -2.141 0.276
O 1.461 2.009 -0.514
C -0.809 -0.213 0.677
C -0.813 -1.708 0.401
C -0.124 0.578 -0.426
C 1.412 0.571 -0.500
C 0.059 2.091 -0.234
H -1.850 0.122 0.785
H -0.467 2.749 -0.936
H 0.553 -2.957 -0.240
H -1.372 -1.902 -0.528
H -1.326 -2.242 1.216
H -0.134 2.437 0.794
H 1.865 0.136 -1.398
H -0.306 -0.025 1.635
H 1.899 0.151 0.388
H -0.581 0.342 -1.395

The LUMO energy is 0.8 eV. Its energy above the lowest of the compared OMol25 structures with the same formula, charge and spin is 223.8 kJ/mol. As for the HOMO energy: -9.40 eV.

***

[9]
ORCA calculation (the ωB97M-V functional and the def2-TZVPD basis) on a 2-piece molecular cluster, C5H10O2 overall.

Atoms and positions in Å:
O 0.793 1.073 -0.463
O 0.806 -2.668 0.995
C -2.055 0.864 0.141
C 2.181 0.795 -0.465
C -1.279 -0.008 -0.804
C 0.176 -1.723 1.396
C 0.025 0.111 -1.045
H 2.685 1.690 -0.096
H -0.905 -1.784 1.631
H 2.415 -0.054 0.191
H -1.807 -0.793 -1.341
H 2.541 0.570 -1.478
H -1.489 1.763 0.398
H 0.552 -0.552 -1.734
H 0.636 -0.728 1.554
H -3.010 1.171 -0.298
H -2.290 0.335 1.075

The LUMO energy is 0.9 eV. Its energy above the lowest of the compared OMol25 structures with the same formula, charge and spin is 279.8 kJ/mol. As for the HOMO energy: -8.78 eV.

***

[10]
ORCA calculation (the ωB97M-V functional and the def2-TZVPD basis) on one molecule with the formula C5H10O2.

Atoms and positions in Å:
O 0.605 1.331 0.124
O 0.973 -1.218 1.187
C -2.384 1.187 0.529
C 0.630 -1.001 -0.170
C 1.858 -0.851 -1.065
C -0.245 0.248 -0.280
C -1.477 0.216 0.594
H -3.236 1.248 1.197
H 1.565 -0.819 -2.121
H 2.378 0.083 -0.830
H 1.179 -0.348 1.553
H -2.301 1.977 -0.217
H 0.080 1.927 0.668
H 2.545 -1.686 -0.916
H -1.554 -0.578 1.335
H 0.051 -1.884 -0.465
H -0.547 0.390 -1.330

The LUMO energy is 0.9 eV. Its energy above the lowest of the compared OMol25 structures with the same formula, charge and spin is 176.1 kJ/mol. As for the HOMO energy: -10.18 eV.

***

[11]
ORCA calculation (the ωB97M-V functional and the def2-TZVPD basis) on one molecule with the formula C5H10O2.

Atoms and positions in Å:
O 0.343 1.025 -0.284
O 2.610 -0.251 -1.144
C 0.390 -0.419 -0.316
C 1.861 -0.738 -0.042
C -0.856 1.409 0.370
C -1.805 0.275 0.019
C -0.881 -0.884 0.440
H -0.713 1.430 1.465
H 2.071 -1.811 0.006
H -1.233 -1.869 0.119
H -1.131 2.411 0.041
H 2.202 -0.250 0.883
H 2.459 0.705 -1.179
H -2.779 0.321 0.514
H -1.953 0.262 -1.073
H 0.235 -0.736 -1.356
H -0.820 -0.882 1.538

The LUMO energy is 1.0 eV. Its energy above the lowest of the compared OMol25 structures with the same formula, charge and spin is 164.3 kJ/mol. As for the HOMO energy: -9.62 eV.

***

[12]
ORCA calculation (the ωB97M-V functional and the def2-TZVPD basis) on one molecule with the formula C5H10O2.

Atoms and positions in Å:
O 1.960 0.196 0.517
O 0.369 1.159 -1.066
C -0.706 -0.776 0.507
C -0.650 1.598 -0.189
C -1.578 0.413 0.084
C 1.821 -1.118 0.124
C 0.452 -0.941 -0.404
H -1.199 2.421 -0.661
H 2.531 -1.466 -0.646
H -2.328 0.645 0.849
H 0.234 -1.063 -1.463
H -2.113 0.162 -0.840
H -0.346 -0.669 1.535
H 1.844 -1.840 0.963
H -0.214 1.964 0.748
H 1.214 1.024 -0.494
H -1.292 -1.707 0.435

The LUMO energy (spin up / spin down) is -0.3 / -0.3 eV. Its energy above the lowest of the compared OMol25 structures with the same formula, charge and spin is 415.3 kJ/mol. As for the HOMO energy (spin up / spin down): -8.73 / -8.73 eV.